Record 1
# C2H4N3

A cluster of 2 separate species, C2H4N3 in total at a distorted geometry (ωB97M-V with the def2-TZVPD basis set, the Open Molecules 2025 dataset).

- E_HOMO (eV) = -18.8485
- gap between HOMO and LUMO (hartree) = 0.519
- lowest unoccupied orbital energy (eV) = -4.728
- charge = +1

Cartesian coordinates (Å):
C  -0.34722  0.67830  0.05317
C  0.39256  -0.46990  0.09816
N  -3.10058  -0.03392  -0.13529
N  -2.46912  -0.95646  -0.20832
N  -0.88646  1.69252  0.14019
H  -0.32627  -1.33496  -0.07744
H  0.76543  -0.54617  1.19902
H  1.17046  -0.60462  -0.65534
H  -1.57889  2.42186  0.18814


Record 2
# C5H10O

The molecule C5H10O (ωB97M-V with the def2-TZVPD basis set, the Open Molecules 2025 dataset).

- E_HOMO (eV) = -10.1004
- gap between HOMO and LUMO (hartree) = 0.408
- structure (SMILES) = CC[C@@]1(C)CO1
- lowest unoccupied orbital energy (eV) = 1.000

Cartesian coordinates (Å):
C  -1.24659  1.39364  -0.19923
C  -0.43087  0.36377  -0.97959
C  0.37738  -0.54823  -0.07411
C  1.67548  0.00722  0.45934
C  -0.32254  -1.61225  0.65258
O  0.46339  -1.90752  -0.49333
H  -0.61474  2.00039  0.45926
H  -1.99559  0.89698  0.42748
H  -1.77333  2.07635  -0.87332
H  0.24691  0.86934  -1.68024
H  -1.09395  -0.26636  -1.58252
H  2.40997  0.05299  -0.35158
H  1.54640  1.01857  0.85878
H  2.08060  -0.62932  1.25036
H  -1.39913  -1.73755  0.52698
H  0.07663  -1.97803  1.59912


Record 3
# C37H56N3NiO6PSi

A structure of composition C37H56N3NiO6PSi (ωB97M-V with the def2-TZVPD basis set, the Open Molecules 2025 dataset).

- E_HOMO (spin up / spin down) (eV) = -7.6110 / -8.3804
- gap between HOMO and LUMO (spin up / spin down) (hartree) = 0.298 / 0.326
- lowest unoccupied orbital energy (spin up / spin down) (eV) = 0.493 / 0.493
- 2S+1 = 3

Cartesian coordinates (Å):
Ni  -1.51656  0.06830  0.11501
C  -1.93957  2.36145  1.98036
C  -1.69099  1.11919  2.84913
N  -1.94940  -0.14469  2.15751
C  -3.30293  -0.69043  2.21289
C  -4.26475  0.14824  1.36874
N  -3.68073  0.54804  0.07342
C  -3.86376  1.95524  -0.30440
C  -2.52241  2.70906  -0.39287
N  -1.56848  2.15705  0.57023
H  -2.99112  2.64701  2.01514
H  -1.38071  3.19650  2.41051
H  -0.64454  1.11096  3.14626
H  -2.29577  1.20382  3.76115
H  -1.25935  -0.82941  2.46039
H  -3.24887  -1.69973  1.80691
H  -3.68607  -0.74126  3.24050
H  -5.19117  -0.41320  1.22698
H  -4.53063  1.05688  1.91218
H  -3.96910  -0.08407  -0.66343
H  -4.37959  2.03537  -1.26224
H  -4.50813  2.44159  0.43039
H  -2.07879  2.58207  -1.38235
H  -2.70226  3.78153  -0.24620
H  -0.62616  2.48130  0.38627
O  -1.66447  -3.88489  0.14652
C  -1.55479  -2.88699  -0.54875
O  -2.23563  -1.80227  -0.42178
C  -0.60516  -2.90623  -1.73753
C  0.05994  -4.09500  -2.01172
C  0.95573  -4.18423  -3.06325
C  1.20133  -3.06851  -3.84943
C  0.54192  -1.87742  -3.58789
C  -0.37416  -1.78101  -2.54099
P  -1.23335  -0.19479  -2.22791
C  -2.79189  -0.32452  -3.17053
C  -3.46967  0.84159  -3.53129
C  -4.70715  0.78128  -4.15465
C  -5.28954  -0.45018  -4.42101
C  -4.62561  -1.61465  -4.06402
C  -3.38631  -1.55391  -3.44226
C  -0.24168  1.00853  -3.17877
C  0.79385  1.59648  -2.44940
C  1.64353  2.51445  -3.04905
C  1.45612  2.86457  -4.37943
C  0.42644  2.28650  -5.11000
C  -0.41614  1.35744  -4.51539
H  -0.14176  -4.93760  -1.36375
H  1.46808  -5.11661  -3.26446
H  1.90744  -3.12022  -4.66868
H  0.75194  -1.01513  -4.20637
H  -3.01832  1.80924  -3.34077
H  -5.21342  1.69603  -4.43644
H  -6.25505  -0.50110  -4.90729
H  -5.07288  -2.57880  -4.26831
H  -2.88173  -2.46911  -3.16276
H  0.93568  1.29977  -1.41275
H  2.45051  2.95513  -2.47674
H  2.11376  3.58489  -4.84906
H  0.28308  2.55385  -6.14930
H  -1.20737  0.90051  -5.09723
C  3.36720  -0.78603  -1.20466
C  3.38654  -1.48785  0.14937
C  4.79876  -1.92181  0.51597
C  2.44475  -2.68393  0.13087
O  2.99540  -0.53493  1.14907
Si  1.47578  -0.08678  1.59320
O  0.43326  -0.08309  0.41158
O  0.86770  -1.04779  2.79948
C  1.34510  -1.43703  4.09286
C  0.19310  -1.21597  5.06800
C  2.55968  -0.62539  4.52823
C  1.69832  -2.91837  4.02896
O  1.66937  1.39404  2.32268
C  2.48633  2.50548  1.96129
C  2.41717  2.76423  0.45857
C  3.92806  2.24549  2.38861
C  1.92198  3.70165  2.71920
H  3.69644  -1.46043  -1.99788
H  4.02904  0.08288  -1.18803
H  2.35153  -0.45698  -1.43114
H  5.18984  -2.62356  -0.22275
H  4.80136  -2.40821  1.49311
H  5.46043  -1.05506  0.55988
H  2.74988  -3.38734  -0.64604
H  1.42444  -2.36363  -0.08047
H  2.45341  -3.20296  1.08879
H  -0.05889  -0.15548  5.12090
H  0.46222  -1.55557  6.06944
H  -0.68785  -1.77325  4.74179
H  2.30449  0.42907  4.62454
H  3.36621  -0.72006  3.79964
H  2.91768  -0.99162  5.49248
H  0.86704  -3.48578  3.60855
H  1.92255  -3.30291  5.02582
H  2.57547  -3.07160  3.39997
H  2.76863  1.89413  -0.09743
H  3.03642  3.62309  0.19159
H  1.38895  2.97831  0.15602
H  4.30839  1.35210  1.89501
H  3.97967  2.09723  3.46805
H  4.56201  3.09519  2.12671
H  0.88701  3.88264  2.41951
H  2.50272  4.60313  2.51624
H  1.94101  3.50689  3.79239


Record 4
# C5H8O

The molecule C5H8O (ωB97M-V with the def2-TZVPD basis set, the Open Molecules 2025 dataset).

- E_HOMO (eV) = -9.5356
- gap between HOMO and LUMO (hartree) = 0.383
- structure (SMILES) = C=C=C[C@@H](C)O
- lowest unoccupied orbital energy (eV) = 0.897

Cartesian coordinates (Å):
C  -1.57555  0.00530  -0.55254
C  -0.72400  -0.69832  0.50415
O  -0.08161  -1.76823  -0.16439
C  0.27265  0.26678  1.12068
C  1.37466  0.50367  0.46728
C  2.08671  0.95483  -0.52478
H  -0.93936  0.29082  -1.39837
H  -2.34101  -0.68359  -0.92163
H  -2.06328  0.90258  -0.15786
H  -1.37213  -1.07655  1.30703
H  0.75965  -1.93236  0.28059
H  1.52528  1.68942  -1.09186
H  0.00190  0.86972  1.98152
H  3.07608  0.67593  -0.84982


Record 5
# C5H15N2O

A cluster of 2 separate species, C5H15N2O in total at a distorted geometry (ωB97M-V with the def2-TZVPD basis set, the Open Molecules 2025 dataset).

- E_HOMO (eV) = -11.3082
- gap between HOMO and LUMO (hartree) = 0.303
- lowest unoccupied orbital energy (eV) = -3.050
- charge = +1

Cartesian coordinates (Å):
C  1.55949  -0.49339  2.06141
C  0.94349  0.91628  1.60129
C  -0.37835  0.73177  0.98003
C  -0.75381  0.74029  -0.30581
N  -2.05633  0.73869  -0.75517
C  -2.41433  1.12072  -2.10256
N  1.76214  -1.42076  0.92108
H  2.50614  -0.39866  2.56250
H  0.78304  -0.80411  2.79444
H  0.98066  1.70664  2.36740
H  1.77431  1.32953  1.02283
H  -1.15500  0.57832  1.74952
H  -0.13865  0.85707  -1.18225
H  -2.80818  0.58217  -0.10626
H  -2.68756  2.18977  -2.11618
H  -1.56922  1.20023  -2.81090
H  -3.03803  0.41334  -2.63353
H  1.33023  -2.31862  1.11792
H  2.76115  -1.50155  0.73410
H  1.42388  -1.09337  -0.02161
H  0.91705  -1.79197  -2.51915
H  -0.31778  -1.46824  -1.74209
O  0.57568  -1.81415  -1.61699


Record 6
# C41H38N5O5S2Zn

A structure of composition C41H38N5O5S2Zn at a distorted geometry (ωB97M-V with the def2-TZVPD basis set, the Open Molecules 2025 dataset).

- E_HOMO (eV) = -4.6940
- gap between HOMO and LUMO (hartree) = 0.250
- lowest unoccupied orbital energy (eV) = 2.108
- charge = -1

Cartesian coordinates (Å):
Zn  14.15049  15.77666  10.53909
C  14.94855  17.28040  6.63738
C  13.84536  16.25433  6.51922
C  13.03579  16.33346  5.35981
C  12.11045  15.31670  5.11517
C  12.16754  14.17271  5.91965
C  12.78502  14.17745  7.20554
C  12.80343  12.96478  8.08004
C  13.77815  15.18717  7.43731
N  14.60311  15.21213  8.52039
C  15.91648  14.81050  8.34828
O  16.51766  14.45612  7.33272
C  16.69268  14.78537  9.62262
C  18.02509  14.39010  9.61192
C  18.73082  14.39093  10.80176
C  18.13980  14.75464  11.96142
C  16.81343  15.28358  11.88424
N  16.07583  15.24542  10.71294
C  16.18496  15.76185  13.16462
O  17.01056  15.85447  14.14674
N  14.89845  16.01877  13.20527
C  14.33422  16.36132  14.38403
C  14.32233  15.37753  15.41781
C  14.96260  14.00718  15.24178
C  13.85836  15.70997  16.68438
C  13.21120  16.94309  16.87301
C  13.00364  17.85608  15.85139
C  13.55417  17.58092  14.56505
C  13.56864  18.64406  13.51030
H  14.69141  18.16030  5.97226
H  15.95174  16.93867  6.33045
H  15.01682  17.64020  7.66690
H  13.13043  17.15560  4.66721
H  11.56186  15.35340  4.16025
H  11.71690  13.22025  5.58194
H  13.20126  12.12764  7.54808
H  11.76354  12.57883  8.25891
H  13.41118  13.14530  8.99248
H  18.41392  13.94108  8.70438
H  19.76501  14.10003  10.86749
H  18.65304  14.66718  12.91168
H  15.11083  13.65529  14.18742
H  14.33648  13.33676  15.79440
H  15.96870  13.93594  15.68432
H  14.04209  15.04903  17.52041
H  12.90807  17.16598  17.86734
H  12.42461  18.78084  15.98142
H  13.45911  19.61412  13.93741
H  12.69935  18.47683  12.81162
H  14.47104  18.58137  12.93270
O  9.71109  15.07697  10.98373
C  9.24876  16.25733  10.48055
C  7.85813  16.59664  10.59282
C  7.41791  17.79998  10.15106
C  8.32265  18.68927  9.55637
C  9.66448  18.44615  9.53176
C  10.16881  17.20033  10.01163
C  11.61361  17.04987  10.07700
O  12.16673  15.89206  10.41059
N  12.41158  18.02685  9.63968
N  13.71362  17.95932  9.97907
C  14.42865  19.13876  9.95983
S  13.53932  20.61900  9.75258
C  14.92017  21.70348  10.10259
C  16.26753  21.01619  9.92592
S  16.14083  19.28350  10.31217
H  10.64493  15.02808  10.68692
H  7.14913  15.84409  10.90551
H  6.31866  18.03373  10.28031
H  7.97633  19.56760  9.01038
H  10.40535  19.14999  9.20524
H  14.81992  21.97963  11.16378
H  14.67447  22.56416  9.42884
H  17.05300  21.37000  10.59069
H  16.55586  21.12503  8.88861
C  12.05602  12.49186  13.11048
C  13.08625  12.48749  11.97971
O  13.71139  13.46934  11.61106
C  13.44350  11.10457  11.48525
C  12.78760  9.96624  11.74803
C  13.07975  8.82100  11.00612
C  14.24858  8.71384  10.27389
C  15.01577  9.85680  10.12877
C  14.61590  11.07278  10.68414
H  11.97344  13.53998  13.46296
H  12.36006  11.77557  13.90694
H  11.09279  12.20957  12.73718
H  11.91767  9.98377  12.31617
H  12.28558  8.05730  10.95798
H  14.45753  7.82663  9.70703
H  15.92770  9.88710  9.47982
H  15.18242  11.97252  10.51214


Computed ΔE to the lowest compared entry with this formula, charge and spin, in the same sequence as the records: 28.67, 104.40, 0.00, 225.12, 194.66, 234.95 kJ/mol.
Computed E, in the same sequence as the records: -242.5885, -271.7129, -4198.6904, -270.4721, -383.9769, -4810.9677 hartree.